No. 1
{"formula": "C22H20CsN5O3S2", "method": "ωB97M-V/def2-TZVPD", "elements": ["Cs", "S", "C", "N", "C", "C", "C", "C", "C", "C", "H", "H", "H", "H", "H", "N", "C", "O", "C", "C", "C", "C", "N", "C", "H", "H", "H", "H", "H", "H", "O", "C", "C", "C", "C", "O", "N", "H", "H", "H", "H", "S", "C", "N", "C", "C", "C", "C", "H", "H", "H", "H", "H"], "coordinates": [[0.140746, 0.563426, -0.515899], [-0.080863, -0.944732, 5.102556], [0.383385, -0.158698, 3.638183], [-0.150767, -0.577505, 2.546582], [-1.004692, -1.638393, 2.810819], [-1.698623, -2.360739, 1.834852], [-2.503711, -3.399041, 2.250624], [-2.625142, -3.721696, 3.609605], [-1.933445, -3.027266, 4.576700], [-1.111092, -1.978561, 4.165416], [1.084997, 0.659839, 3.663003], [-1.583120, -2.154424, 0.779106], [-3.034866, -3.980717, 1.510447], [-3.265773, -4.542240, 3.903912], [-2.024331, -3.297157, 5.619048], [7.769937, 2.367149, -0.247256], [6.467439, 2.305762, 0.118559], [6.009738, 3.025272, 0.984088], [5.607104, 1.304698, -0.589648], [6.068214, 0.350943, -1.491863], [5.158186, -0.522796, -2.063691], [3.820425, -0.404410, -1.709941], [3.365083, 0.501926, -0.855199], [4.243520, 1.331083, -0.310501], [8.339227, 3.051980, 0.220517], [8.167333, 1.833481, -0.996538], [7.116759, 0.267420, -1.745890], [5.469940, -1.283327, -2.764993], [3.084289, -1.076817, -2.135358], [3.861544, 2.065707, 0.386618], [-1.476209, -2.866091, -1.375626], [-1.761607, -2.063574, -2.255167], [-2.582523, -2.425297, -3.493353], [-2.692932, -1.110046, -4.231405], [-1.923733, -0.137977, -3.335080], [-1.815353, 1.065126, -3.572368], [-1.407133, -0.754242, -2.248888], [-3.541401, -2.837461, -3.178152], [-2.071078, -3.212370, -4.047789], [-3.715351, -0.754400, -4.362029], [-2.236057, -1.112050, -5.222147], [-0.605531, 3.918005, 0.045437], [-2.115716, 3.239426, 0.305958], [-2.780491, 2.674841, -0.753599], [-3.987646, 2.078463, -0.673392], [-4.643249, 2.022690, 0.521814], [-4.004046, 2.579236, 1.650703], [-2.774597, 3.162123, 1.556646], [-2.291488, 2.666556, -1.649033], [-4.347295, 1.669478, -1.606010], [-5.608205, 1.549194, 0.588043], [-4.487351, 2.527624, 2.617338], [-2.272450, 3.560578, 2.424239]], "forces_ev_per_a": [[0.782, 0.520, 0.802], [-0.116, -0.113, -0.010], [0.041, 0.216, -0.100], [0.132, 0.008, -0.052], [-0.047, -0.056, -0.089], [-0.043, -0.088, 0.210], [0.032, 0.033, 0.023], [-0.075, -0.069, -0.097], [0.059, 0.064, 0.069], [-0.090, -0.117, -0.037], [0.088, 0.101, 0.051], [0.032, 0.055, -0.066], [-0.023, -0.020, -0.018], [-0.008, -0.014, 0.013], [0.019, 0.013, 0.052], [0.211, 0.044, 0.011], [-0.093, 0.048, 0.050], [0.001, -0.004, 0.026], [-0.063, -0.144, -0.107], [-0.146, 0.042, 0.083], [-0.082, 0.068, 0.076], [0.210, -0.233, -0.228], [-0.192, -0.014, 0.038], [0.132, 0.156, 0.079], [0.016, -0.026, -0.043], [-0.041, 0.039, 0.019], [0.010, -0.018, -0.009], [0.011, -0.002, -0.004], [-0.017, -0.027, -0.036], [0.055, 0.041, 0.021], [0.035, -0.076, 0.071], [-0.050, -0.216, 0.043], [-0.042, -0.232, 0.066], [0.027, 0.215, -0.268], [-0.135, 0.111, -0.005], [-0.093, 0.187, 0.157], [-0.661, -0.448, -0.660], [0.003, 0.008, 0.032], [0.034, 0.023, 0.004], [0.003, 0.027, 0.037], [0.010, -0.009, 0.019], [0.087, 0.135, 0.095], [0.407, 0.065, -0.401], [0.216, -0.033, 0.064], [-0.193, -0.044, 0.223], [0.111, -0.019, -0.359], [0.008, -0.045, 0.090], [-0.322, -0.136, -0.004], [-0.056, 0.005, 0.037], [-0.114, -0.054, 0.046], [-0.055, -0.025, 0.022], [-0.057, -0.015, 0.008], [0.040, 0.071, -0.043]], "multiplicity": 1, "e_lumo_ev": 0.079, "de_lowest_kcal_mol": 20.67, "charge": 0, "e_tot_ev": -58952.8320, "e_homo_ev": -7.9265, "homo_lumo_gap_ev": 8.01}

---

No. 2
{"formula": "C22H20F2N2O2S", "method": "ωB97M-V/def2-TZVPD", "elements": ["F", "C", "F", "S", "N", "C", "O", "C", "C", "C", "C", "C", "C", "C", "O", "H", "H", "H", "H", "H", "C", "C", "C", "N", "C", "C", "C", "C", "C", "C", "C", "C", "C", "C", "H", "H", "H", "H", "H", "H", "H", "H", "H", "H", "H", "H", "H", "H", "H"], "coordinates": [[-3.690176, -0.748308, 0.849887], [-2.601145, 0.098229, 0.929964], [-2.625486, 0.917637, -0.162644], [-2.804565, 1.036067, 2.541450], [-1.096097, 2.127937, 1.603615], [-1.199633, 3.167576, 0.717271], [-2.216562, 3.663944, 0.242909], [0.200296, 3.593643, 0.434131], [1.047603, 2.741969, 1.126256], [2.440116, 2.867839, 1.099065], [2.957999, 3.927908, 0.330545], [2.090865, 4.798454, -0.406641], [0.693974, 4.627746, -0.367566], [0.172049, 1.722475, 1.795304], [0.565914, 0.699527, 2.369532], [-1.687549, -0.521397, 0.926345], [3.068826, 2.160008, 1.660157], [4.046718, 4.093675, 0.282753], [2.527352, 5.611854, -1.005654], [-0.009635, 5.254368, -0.916357], [0.683302, -1.313655, 5.986806], [0.655244, -1.644505, 4.507592], [-0.794690, -1.502911, 4.024436], [-1.524200, -0.876248, 5.147901], [-2.719281, -0.296324, 5.058825], [-3.532037, -0.075968, 3.803393], [-4.981184, -0.045955, 4.363940], [-4.856589, 0.179885, 5.865678], [-3.482698, 0.116723, 6.214247], [-3.085792, 0.535678, 7.506378], [-4.040336, 0.815538, 8.493467], [-5.418364, 0.717554, 8.178392], [-5.824607, 0.431508, 6.847998], [-0.660553, -0.655249, 6.311655], [0.812956, -2.224616, 6.580722], [1.489342, -0.633925, 6.265207], [1.249797, -0.932307, 3.933197], [1.028692, -2.648784, 4.291490], [-0.858360, -0.857513, 3.132727], [-1.256568, -2.466290, 3.754818], [-3.437364, -0.806487, 2.991912], [-5.613527, 0.716022, 3.923239], [-5.476461, -1.009247, 4.159773], [-2.034910, 0.667737, 7.759374], [-3.736724, 1.109377, 9.505481], [-6.165572, 0.906421, 8.960791], [-6.893449, 0.410766, 6.598738], [-1.090524, -1.064842, 7.231970], [-0.515926, 0.428404, 6.468441]], "forces_ev_per_a": [[0.338, 0.019, -0.318], [-0.422, -0.315, 0.341], [-0.322, -1.020, 1.248], [1.401, 2.615, 0.485], [-0.918, -0.409, -0.705], [-0.292, 0.561, -0.213], [0.964, -0.507, 0.641], [1.159, 0.871, -0.732], [0.996, 0.135, -0.235], [-0.427, 0.336, -0.281], [-0.463, 0.399, -0.366], [0.297, -0.555, 0.473], [0.336, -0.456, 0.484], [0.224, 0.251, -0.003], [-0.275, 0.465, -0.136], [-0.298, 0.448, -0.147], [-0.266, 0.467, -0.365], [-0.659, -0.088, 0.003], [-0.201, -0.481, 0.332], [0.322, -0.062, 0.099], [-0.155, -0.310, 0.600], [0.066, 0.152, -0.957], [-0.222, 0.024, -0.600], [-1.006, 1.192, -0.376], [1.048, -0.657, -1.368], [-1.247, -2.490, 0.851], [-0.453, -0.137, 0.189], [0.773, -0.149, -0.121], [-0.921, 1.177, 1.026], [-0.075, -0.186, 0.434], [-0.588, -0.178, -0.677], [0.462, -0.104, -0.798], [0.243, 0.082, 0.508], [0.565, 0.126, 0.479], [-0.079, 0.160, -0.033], [0.023, -0.122, -0.154], [-0.004, -0.089, 0.062], [-0.004, 0.165, 0.104], [0.189, -0.069, 0.480], [-0.029, 0.219, 0.405], [-0.237, -1.279, 0.950], [0.014, 0.249, -0.198], [0.120, 0.237, 0.075], [-0.498, -0.084, -0.024], [-0.058, -0.120, -0.549], [0.327, -0.100, -0.472], [0.524, 0.067, 0.073], [-0.103, -0.029, -0.287], [-0.172, -0.421, -0.228]], "multiplicity": 1, "e_lumo_ev": -1.200, "de_lowest_kcal_mol": 19.60, "charge": 0, "e_tot_ev": -46481.5122, "e_homo_ev": -7.3968, "homo_lumo_gap_ev": 6.20}